Record 1
# C36H22F9NO4PPtS

A molecular structure, C36H22F9NO4PPtS (ωB97M-V/def2-TZVPD, OMol25).

The total charge is -1. As for the energy relative to the best compared isomer or geometry (same formula, charge and spin): 66.6 kJ/mol. For the lowest unoccupied orbital energy, the calculation gives 0.06118 hartree. The value obtained for the molar mass is 961.7 g/mol. Its HOMO-LUMO gap is 6.5 eV.

Geometry as XYZ:
```
75
Properties=species:S:1:pos:R:3:lowdin_charge:R:1
Pt 0.38123 -2.09448 1.01319 1.0880
C 0.62059 -1.69805 5.23918 -0.0919
C 1.99016 -1.50659 5.43915 -0.1058
C 2.83521 -1.45724 4.34770 -0.0490
C 2.30686 -1.60122 3.06377 -0.2002
C 0.93136 -1.79806 2.84679 -0.2784
C 0.09426 -1.84167 3.96818 -0.0984
C 3.08313 -1.57187 1.83169 -0.2023
C 4.47166 -1.28685 1.75975 0.0080
C 5.08117 -1.22997 0.54956 -0.0056
C 4.34050 -1.49344 -0.63031 -0.1574
C 4.92582 -1.46448 -1.91599 -0.0419
C 4.18265 -1.76937 -3.02112 -0.0853
C 2.82696 -2.13137 -2.87778 -0.0700
C 2.22392 -2.15416 -1.64959 -0.0188
C 2.97672 -1.81170 -0.50347 -0.1767
N 2.37155 -1.80710 0.73146 -0.0175
H -0.03970 -1.74228 6.09798 0.0975
H 2.38601 -1.40658 6.44147 0.0917
H 3.89844 -1.31544 4.50150 0.0964
H -0.96633 -2.00799 3.82022 0.1006
H 5.01661 -1.10085 2.67312 0.1035
H 6.13586 -0.99472 0.46830 0.1159
H 5.97390 -1.20286 -2.00181 0.1091
H 4.63342 -1.75186 -4.00488 0.0990
H 2.25168 -2.40488 -3.75341 0.1093
H 1.19143 -2.46517 -1.53298 0.0711
O -2.77242 -4.24264 -0.14531 -0.3342
S -1.47298 -3.81996 0.31286 0.2551
O -1.62847 -2.55610 1.23892 -0.5405
O -0.64638 -3.17107 -0.79525 -0.5045
O -0.67567 -4.80081 1.02399 -0.3701
F -3.24138 3.00526 5.21113 0.1296
C -3.98181 2.87342 4.09749 -0.5828
F -4.39474 4.11249 3.75501 0.1259
F -5.09254 2.19398 4.44906 0.1360
C -3.23806 2.20304 2.98220 -0.1287
C -3.78438 2.22756 1.70439 -0.0089
C -3.12852 1.59564 0.66227 -0.0466
C -1.92381 0.93156 0.88372 -0.3360
C -1.39332 0.90875 2.17148 -0.0818
C -2.04220 1.54325 3.21961 0.0037
P -0.96568 0.06179 -0.41346 1.1074
C 0.20862 1.36965 -0.93255 -0.3416
C 1.00484 1.06639 -2.04114 -0.0925
C 2.01401 1.91720 -2.45351 -0.0044
C 2.24750 3.09192 -1.74900 -0.1337
C 1.47359 3.40593 -0.64172 -0.0096
C 0.46099 2.54866 -0.23708 -0.0505
C 3.36448 4.00565 -2.15085 -0.5823
F 3.04453 5.30469 -1.98915 0.1276
F 4.48039 3.79989 -1.41723 0.1311
F 3.72244 3.84863 -3.43809 0.1280
C -2.15939 0.03710 -1.79246 -0.3493
C -3.04010 -1.05018 -1.75528 -0.0499
C -3.98748 -1.20916 -2.75136 0.0133
C -4.05664 -0.28735 -3.79005 -0.1297
C -3.18985 0.79467 -3.83366 -0.0152
C -2.24412 0.95553 -2.83103 -0.0708
C -5.05446 -0.50149 -4.88861 -0.5827
F -6.25349 -0.89371 -4.41920 0.1325
F -4.65776 -1.45485 -5.75703 0.1350
F -5.26781 0.61164 -5.61789 0.1212
H -4.71668 2.74680 1.52244 0.1218
H -3.56229 1.61960 -0.32927 0.1054
H -0.46824 0.37654 2.35925 0.0791
H -1.61725 1.51434 4.21355 0.1203
H 0.83648 0.14397 -2.58377 0.1035
H 2.62102 1.66311 -3.31205 0.1196
H 1.65506 4.32265 -0.09564 0.1209
H -0.13381 2.80613 0.62961 0.1021
H -2.97015 -1.77927 -0.95603 0.0864
H -4.65997 -2.05623 -2.72114 0.1304
H -3.25850 1.51589 -4.63655 0.1150
H -1.57865 1.80973 -2.86329 0.1048
```



Record 2
# C36H24BrF8NO2PV

A molecular structure, C36H24BrF8NO2PV (ωB97M-V/def2-TZVPD, OMol25).

The total charge is 0. For the lowest unoccupied orbital energy (alpha / beta), the calculation gives -0.01915 / -0.01846 hartree. The value obtained for the molar mass is 816.4 g/mol. Its HOMO-LUMO gap (alpha / beta) is 6.9 / 6.7 eV.

Geometry as XYZ:
```
74
Properties=species:S:1:pos:R:3:lowdin_charge:R:1
V 0.24574 0.16978 0.00665 0.6635
Br -3.02141 -1.66386 3.38730 0.8460
C -2.82880 -2.58777 1.73499 -0.6995
C -3.62698 -3.69773 1.50074 -0.0896
C -3.40999 -4.39912 0.32587 -0.0326
C -2.42718 -3.95581 -0.54367 0.0219
C -1.70905 -2.81218 -0.21094 -0.1643
N -1.90594 -2.13389 0.91771 0.1086
C -0.61511 -2.31035 -1.13609 -0.4895
O -0.23475 -2.98881 -2.06520 0.1427
O -0.17413 -1.16272 -0.80005 -0.1291
H -4.38307 -3.99878 2.20747 0.1022
H -3.98990 -5.28206 0.10440 0.1148
H -2.19667 -4.46088 -1.46716 0.1241
F -2.43739 0.65674 -0.29551 0.1006
C -2.26579 1.15712 0.95076 -0.1577
C -1.00147 1.66448 1.29416 -0.1877
C -0.87541 2.19287 2.59096 -0.1650
F 0.34078 2.64760 2.94927 0.1169
C -1.93978 2.27133 3.47087 -0.1301
F -1.77539 2.76302 4.70192 0.1294
C -3.20180 1.84227 3.05873 -0.1552
F -4.25246 1.97772 3.86823 0.1324
C -3.35958 1.28025 1.79154 -0.1809
F -4.56941 0.88030 1.38708 0.1183
C 0.77208 -0.50824 3.56781 -0.2277
P 1.36645 -0.70834 1.83936 0.9343
C 3.14565 -0.35157 2.09096 -0.2179
C 1.34993 -2.50811 1.57625 -0.3471
C 2.16957 -3.03550 0.58015 -0.0857
C 2.09762 -4.37321 0.24019 -0.0634
C 1.20986 -5.20435 0.90262 -0.0754
C 0.41446 -4.69387 1.91434 -0.0797
C 0.47169 -3.35133 2.24713 -0.1076
H -0.31451 -0.46963 3.60089 -0.0064
H 1.16595 0.42608 3.96664 0.0472
H 1.12549 -1.33753 4.17866 0.0548
H 3.53175 -0.95109 2.91798 0.0583
H 3.25214 0.71039 2.31820 0.0530
H 3.70835 -0.55909 1.18274 0.0395
H 2.87430 -2.39930 0.06891 0.0960
H 2.72369 -4.75954 -0.55107 0.1124
H 1.15506 -6.24956 0.63791 0.1045
H -0.26285 -5.34585 2.44452 0.1058
H -0.15863 -2.96858 3.03613 0.0800
C -0.09084 2.05079 0.22107 -0.1787
C 0.59684 3.13586 0.18516 0.0706
C 1.13907 4.34676 0.08995 -0.1241
C 0.29424 5.51820 0.31588 -0.1533
C -1.03711 5.35906 0.72355 -0.0188
C -1.80022 6.45015 1.08224 -0.0817
C -1.26326 7.72799 1.03744 -0.0939
C 0.03407 7.90286 0.58506 -0.0802
C 0.80765 6.81446 0.22853 -0.0255
C 2.57851 4.49928 -0.21149 -0.1961
C 3.45156 5.15776 0.64743 -0.0444
C 4.77695 5.33000 0.29012 -0.0829
C 5.24317 4.83560 -0.91702 -0.0891
C 4.38221 4.15834 -1.76518 -0.0697
C 3.05329 3.99645 -1.42041 -0.0274
H -1.46666 4.36629 0.75992 0.1055
H -2.82121 6.30882 1.40416 0.1016
H -1.85542 8.57717 1.34560 0.0989
H 0.44951 8.89597 0.50359 0.1025
H 1.81859 6.96744 -0.11816 0.1097
H 3.08719 5.52428 1.59589 0.1208
H 5.45035 5.85107 0.95627 0.1009
H 6.27583 4.98574 -1.19934 0.0999
H 4.74962 3.75247 -2.69710 0.1059
H 2.36993 3.49480 -2.08900 0.1127
F 2.78054 1.25633 -0.40599 0.0386
C 1.85753 0.47419 -1.04448 -0.6318
F 2.54367 -0.62803 -1.42313 0.0580
F 1.57614 1.12870 -2.20358 0.0570
```



Record 3
# C36H24Cl4NO2P2S4SbTcTe

A molecular structure, C36H24Cl4NO2P2S4SbTcTe (ωB97M-V/def2-TZVPD, OMol25).

The total charge is +1. For the lowest unoccupied orbital energy (alpha / beta), the calculation gives -0.16626 / -0.16638 hartree. The value obtained for the molar mass is 1182.0 g/mol. Its HOMO-LUMO gap (alpha / beta) is 5.9 / 5.9 eV.

Geometry as XYZ:
```
76
Properties=species:S:1:pos:R:3:lowdin_charge:R:1
Tc 1.97279 1.31252 -0.73499 0.6654
Cl 1.37595 4.42558 5.44438 0.7213
C 1.93488 3.52097 4.10165 -0.6952
C 3.30480 3.36754 3.86791 -0.6857
Cl 4.44173 4.06300 4.94361 0.7277
C 3.75029 2.68923 2.73617 -0.6001
Cl 5.42054 2.55128 2.36105 0.7574
C 2.83706 2.13300 1.84715 -0.3765
O 3.26464 1.59072 0.69127 -0.3257
C 1.48637 2.19760 2.15367 -0.2730
O 0.58426 1.61539 1.25163 -0.2765
C 1.02118 2.94809 3.22106 -0.5946
Cl -0.66562 3.25867 3.36150 0.7764
Te -2.95940 0.26922 0.09562 1.3506
C -3.52507 -1.72380 0.43988 -0.5624
C -4.05595 -2.09329 1.66466 -0.1410
C -4.43260 -3.41804 1.84923 -0.1465
N -4.30502 -4.36063 0.91762 0.0694
C -3.79177 -3.98661 -0.25753 -0.1388
C -3.39241 -2.69090 -0.54743 -0.1181
C -0.90784 -0.12242 -0.28431 -0.8436
P 0.08699 0.01232 1.04940 0.7735
C -0.53453 -0.80497 2.51600 -0.3042
C -0.64924 -2.19350 2.36615 -0.0786
C -1.09497 -2.96542 3.42314 -0.0592
C -1.42392 -2.36396 4.63218 -0.0544
C -1.31108 -0.99071 4.78167 -0.0536
C -0.86818 -0.20646 3.72472 -0.0651
C 1.66526 -0.82358 0.77886 -0.3520
C 1.90329 -1.53411 -0.40129 -0.1437
C 3.11830 -2.20916 -0.57837 -0.0812
C 4.06924 -2.18286 0.41509 -0.0350
C 3.81707 -1.51373 1.62141 -0.0295
C 2.63030 -0.85563 1.80877 -0.0687
P -0.13272 0.60234 -1.72528 0.8259
C -0.42662 -0.56402 -3.08868 -0.3611
C 0.59921 -1.34535 -3.61118 -0.1333
C 0.33105 -2.32150 -4.56276 -0.0597
C -0.97061 -2.51623 -4.99870 -0.0615
C -1.99977 -1.73050 -4.49267 -0.0609
C -1.73338 -0.75802 -3.54134 -0.1029
C -1.02270 2.10736 -2.20887 -0.4343
C -1.46048 2.99231 -1.22706 -0.1867
C -2.01600 4.21140 -1.58220 -0.0613
C -2.11058 4.56503 -2.92180 -0.0607
C -1.65362 3.69565 -3.90422 -0.0601
C -1.10860 2.46848 -3.55128 -0.0990
H -4.17399 -1.37614 2.46760 0.0952
H -4.84921 -3.73715 2.79861 0.1094
H -3.70491 -4.76342 -1.00923 0.1077
H -2.97744 -2.45327 -1.51996 0.0833
H -0.39869 -2.66767 1.42410 0.1193
H -1.19201 -4.03600 3.30070 0.1176
H -1.77236 -2.96983 5.45855 0.1143
H -1.56818 -0.52171 5.72219 0.1147
H -0.79380 0.86150 3.85065 0.0414
H 1.11272 -1.65116 -1.12756 0.0708
H 3.29440 -2.76553 -1.48978 0.1177
H 5.00497 -2.70996 0.28031 0.1194
H 4.55717 -1.52403 2.41057 0.1229
H 2.43149 -0.36639 2.75417 0.1274
H 1.62228 -1.18943 -3.28637 0.0444
H 1.13538 -2.92500 -4.96229 0.1119
H -1.18442 -3.27538 -5.73965 0.1118
H -3.01326 -1.87352 -4.84459 0.1140
H -2.53823 -0.14331 -3.15609 0.0930
H -1.34159 2.74977 -0.17565 0.0676
H -2.36354 4.88926 -0.81353 0.1142
H -2.53937 5.51880 -3.20017 0.1112
H -1.72336 3.97276 -4.94823 0.1110
H -0.75273 1.79491 -4.32129 0.1043
S 2.73548 1.34904 -4.22103 0.0203
Sb 3.51083 3.48953 -3.33665 0.6096
S 3.44215 0.63674 -2.36574 -0.0638
S 1.89728 3.40640 -1.52709 0.0704
S 5.08043 1.95784 -2.26808 0.0355
```



Record 4
# C36H24ClN8O5STi

A molecular structure, C36H24ClN8O5STi (ωB97M-V/def2-TZVPD, OMol25).

The total charge is -1. As for the energy relative to the best compared isomer or geometry (same formula, charge and spin): 0.0 kJ/mol. The expectation value of S² is 2.050. For the lowest unoccupied orbital energy (alpha / beta), the calculation gives 0.08254 / 0.04168 hartree. The value obtained for the molar mass is 764.0 g/mol. Its multiplicity is 3. Its HOMO-LUMO gap (alpha / beta) is 5.1 / 7.4 eV.

Geometry as XYZ:
```
76
Properties=species:S:1:pos:R:3:lowdin_charge:R:1
Ti -0.00125 -0.54209 0.31315 1.1680
C -3.20739 -4.84274 4.37437 -0.0999
C -3.10962 -5.73291 3.28815 -0.1000
C -2.54293 -5.34630 2.09158 -0.0213
C -2.07124 -4.03803 1.98917 -0.1095
C -1.41291 -3.32146 0.93267 -0.2515
N -0.99880 -3.89897 -0.19949 0.1924
C -0.45933 -3.12333 -1.10662 -0.2958
C 0.46469 -3.59906 -2.15649 -0.0854
C 0.79354 -4.88370 -2.55698 -0.0097
C 1.77899 -5.02056 -3.52425 -0.0899
C 2.41570 -3.89970 -4.05707 -0.0881
C 2.08625 -2.61752 -3.63760 -0.0097
C 1.10660 -2.48334 -2.67303 -0.0716
C 0.52627 -1.25386 -2.01683 -0.5577
N 0.05837 -0.26841 -2.94923 0.2074
C -0.51770 0.72959 -2.37004 -0.3202
N -0.71757 0.89924 -1.00735 0.0563
C -1.19382 2.16591 -0.79048 -0.2857
N -1.39361 2.75070 0.39000 0.1964
C -1.30078 2.06403 1.49020 -0.2741
N -1.12722 0.68773 1.61936 0.0537
C -1.35918 0.35536 2.91938 -0.2790
N -1.53253 -0.82926 3.43695 0.1912
C -1.57433 -1.91257 2.63857 -0.2542
N -1.14505 -2.03050 1.35547 0.0758
C -2.16215 -3.15453 3.07405 -0.1078
C -2.73612 -3.54883 4.28097 -0.0207
C -1.53587 1.58042 3.71262 -0.0940
C -1.73334 1.78145 5.06690 -0.0124
C -1.89415 3.08916 5.50280 -0.0931
C -1.87510 4.15646 4.60123 -0.0928
C -1.69177 3.94847 3.24209 -0.0137
C -1.51363 2.64086 2.81445 -0.0979
C -1.38536 2.83414 -2.05403 -0.1177
C -1.81711 4.11869 -2.38483 -0.0204
C -1.84231 4.46495 -3.72207 -0.0999
C -1.44494 3.56277 -4.72061 -0.0993
C -1.00934 2.28875 -4.39385 -0.0240
C -0.99035 1.93653 -3.05272 -0.1228
N -0.53754 -1.79153 -1.15683 0.0529
H -3.65597 -5.18710 5.29825 0.0906
H -3.48572 -6.74252 3.40244 0.0911
H -2.45927 -6.02822 1.25558 0.1073
H 0.29655 -5.73617 -2.11373 0.1115
H 2.06515 -6.00638 -3.86946 0.0942
H 3.18146 -4.03755 -4.81096 0.0942
H 2.58200 -1.74945 -4.05298 0.1131
H -2.79857 -2.85488 5.10881 0.1070
H -1.75799 0.94406 5.75115 0.1110
H -2.03816 3.29082 6.55715 0.0933
H -2.00631 5.16457 4.97553 0.0938
H -1.68155 4.76461 2.53205 0.1092
H -2.11384 4.81383 -1.61056 0.1075
H -2.17247 5.45571 -4.01092 0.0924
H -1.47748 3.87256 -5.75780 0.0905
H -0.68847 1.58293 -5.14897 0.1103
O 3.02259 -1.93273 2.87760 -0.4270
Cl 2.47888 -1.67206 1.56274 0.9328
O 1.75605 -2.81558 1.03265 -0.4337
O 1.32778 -0.61507 1.80927 -0.5441
O 1.35623 -0.65501 -1.03198 -0.2161
O 1.66297 1.90506 0.62345 -0.5367
S 2.22061 2.96195 -0.25819 0.9523
C 4.04274 2.86451 -0.07995 -0.3028
C 4.68535 2.98463 -1.46966 -0.2299
C 3.56219 3.09311 -2.51462 -0.2404
C 2.36838 2.34435 -1.95357 -0.3140
H 4.20324 1.88559 0.37299 0.0920
H 4.36409 3.62720 0.62683 0.0783
H 5.28019 2.09159 -1.66468 0.1067
H 5.36191 3.83741 -1.52690 0.0997
H 3.86875 2.68913 -3.47981 0.1105
H 3.29696 4.14096 -2.68092 0.1075
H 2.51700 1.26542 -1.87272 0.0950
H 1.43865 2.53668 -2.48183 0.0787
```